(1)
DFT (the ωB97M-V functional and the def2-TZVPD basis) results for a structure of composition C26H23BrN10O4PmS3.

For the total energy, the calculation gives -6230.01700 Ha. As for the expectation value of S²: 6.00. Its net charge is +1. Its relative energy (zero: lowest compared OMol25 entry of this formula, charge and spin) is 0.0 kJ/mol. As for the molar mass: 860.64 g/mol. For the max |F|, the calculation gives 0.0391 Eh/bohr. As for the HOMO-LUMO gap (spin up / spin down): 7.19 / 7.19 eV. The spin multiplicity is 5. The LUMO energy (spin up / spin down) comes out at -3.0 / -3.0 eV.

Last column: Mulliken charge in e.
Positions of all 68 atoms, in Å:
Pm (-0.388, 0.480, 0.246)  0.532
N (-2.956, -0.946, -3.594)  -0.410
C (-2.237, -0.710, -2.489)  0.906
S (-1.539, 0.852, -2.333)  -0.522
N (-2.205, -1.683, -1.597)  -1.484
N (-1.355, -1.600, -0.578)  0.915
C (-1.544, -2.411, 0.425)  -0.892
C (-0.590, -2.456, 1.503)  1.164
C (-0.829, -3.240, 2.644)  -0.767
C (0.151, -3.352, 3.607)  -0.375
C (1.369, -2.713, 3.399)  -0.871
C (1.506, -1.911, 2.279)  -0.065
N (0.556, -1.742, 1.363)  -0.142
H (-3.032, -0.236, -4.300)  0.198
H (-3.363, -1.853, -3.738)  0.241
H (-2.393, -3.091, 0.436)  0.404
H (-1.777, -3.745, 2.749)  0.433
H (-0.018, -3.952, 4.489)  0.462
H (2.181, -2.825, 4.100)  0.443
H (2.439, -1.386, 2.100)  0.431
C (1.374, 5.997, -1.345)  -1.470
C (1.551, 4.548, -1.652)  0.401
C (2.272, 4.107, -2.759)  -0.449
C (2.376, 2.749, -3.019)  -0.978
C (1.728, 1.890, -2.153)  0.182
Br (1.758, -0.018, -2.405)  -0.089
N (1.061, 2.270, -1.072)  0.491
C (0.983, 3.577, -0.831)  -0.530
H (2.131, 6.598, -1.839)  0.411
H (1.418, 6.171, -0.272)  0.375
H (0.394, 6.324, -1.695)  0.303
H (2.747, 4.817, -3.420)  0.433
H (2.934, 2.379, -3.863)  0.497
H (0.419, 3.860, 0.050)  0.489
N (-2.816, -0.569, 3.155)  -0.185
C (-1.745, 0.135, 3.558)  -0.255
N (-0.731, 0.460, 2.802)  1.085
C (0.254, 1.092, 3.529)  -0.319
C (-0.030, 1.262, 4.852)  -0.857
S (-1.574, 0.610, 5.237)  -0.216
C (1.514, 1.454, 2.906)  -0.021
C (2.539, 2.051, 3.577)  -0.679
S (3.935, 2.182, 2.585)  -0.221
C (3.043, 1.397, 1.306)  -0.022
N (1.801, 1.114, 1.595)  0.799
N (3.652, 1.155, 0.125)  -0.262
H (-3.037, -0.512, 2.162)  0.249
H (-3.593, -0.638, 3.794)  0.263
H (0.569, 1.721, 5.609)  0.449
H (2.554, 2.409, 4.584)  0.457
H (4.650, 1.291, 0.099)  0.234
H (3.306, 0.394, -0.441)  0.132
O (-2.636, 0.539, 0.636)  -0.470
C (-2.631, 1.794, 0.472)  0.792
O (-1.569, 2.456, 0.565)  -0.713
C (-3.944, 2.435, 0.169)  0.339
C (-4.957, 1.613, -0.328)  -0.394
C (-6.209, 2.133, -0.573)  -0.644
C (-6.441, 3.478, -0.314)  -0.054
C (-5.440, 4.313, 0.170)  -0.648
C (-4.182, 3.787, 0.403)  -0.316
N (-7.783, 3.990, -0.506)  1.011
O (-7.989, 5.144, -0.210)  -0.606
O (-8.612, 3.217, -0.932)  -0.604
H (-4.749, 0.569, -0.510)  0.457
H (-7.021, 1.523, -0.940)  0.491
H (-5.669, 5.350, 0.366)  0.503
H (-3.386, 4.409, 0.788)  0.557

(2)
DFT (the ωB97M-V functional and the def2-TZVPD basis) results for a structure of composition C26H23Cl5NSW.

For the total energy, the calculation gives -3825.38633 Ha. Its net charge is +1. Its relative energy (zero: lowest compared OMol25 entry of this formula, charge and spin) is 0.0 kJ/mol. As for the molar mass: 742.65 g/mol. For the max |F|, the calculation gives 0.0126 Eh/bohr. As for the HOMO-LUMO gap: 6.84 eV. The LUMO energy comes out at -3.8 eV.

Last column: Mulliken charge in e.
Positions of all 57 atoms, in Å:
W (-0.221, 0.264, -0.195)  0.566
C (-2.329, -0.720, -0.120)  0.674
C (-1.484, -1.379, 0.816)  0.746
C (-1.220, -0.444, 1.871)  0.489
C (-1.891, 0.766, 1.584)  0.222
C (-2.510, 0.638, 0.322)  1.008
C (-3.312, 1.702, -0.356)  -2.105
C (-1.997, 1.941, 2.489)  -1.255
C (-0.517, -0.763, 3.152)  -1.548
C (-1.195, -2.845, 0.869)  -1.593
C (-3.105, -1.424, -1.191)  -1.632
H (-4.288, 1.796, 0.124)  0.371
H (-3.481, 1.481, -1.409)  0.366
H (-2.819, 2.672, -0.294)  0.436
H (-2.868, 1.790, 3.132)  0.374
H (-2.137, 2.872, 1.943)  0.373
H (-1.118, 2.051, 3.122)  0.313
H (-0.019, 0.106, 3.574)  0.336
H (0.222, -1.552, 3.025)  0.295
H (-1.241, -1.114, 3.892)  0.413
H (-1.977, -3.361, 1.430)  0.379
H (-0.250, -3.047, 1.372)  0.345
H (-1.155, -3.291, -0.123)  0.339
H (-3.556, -0.738, -1.906)  0.459
H (-3.928, -1.962, -0.714)  0.352
H (-2.512, -2.159, -1.733)  0.460
Cl (-1.210, 0.114, -2.822)  -0.225
C (0.453, 0.662, -3.073)  1.248
C (1.176, 0.713, -1.899)  -1.179
C (2.513, 1.084, -2.040)  1.338
Cl (3.572, 1.123, -0.679)  -0.137
C (3.044, 1.409, -3.287)  -0.532
Cl (4.689, 1.866, -3.439)  -0.157
C (2.243, 1.363, -4.436)  0.881
Cl (2.890, 1.769, -5.965)  -0.159
C (0.906, 0.972, -4.341)  -0.811
Cl (-0.118, 0.870, -5.706)  -0.173
C (1.505, -2.474, -0.852)  -1.639
C (1.978, -1.810, 0.402)  1.098
C (3.012, -2.452, 1.126)  -1.086
C (3.525, -1.867, 2.241)  -1.212
C (3.093, -0.573, 2.615)  0.841
C (3.651, 0.146, 3.701)  -0.928
C (3.268, 1.439, 3.921)  -0.834
C (2.339, 2.067, 3.070)  -0.341
C (1.755, 1.385, 2.032)  0.704
S (0.647, 2.126, 0.887)  -0.425
C (2.109, 0.034, 1.827)  -0.889
N (1.494, -0.643, 0.788)  0.896
H (2.328, -2.477, -1.571)  0.438
H (0.659, -1.985, -1.339)  0.113
H (1.237, -3.511, -0.654)  0.475
H (3.366, -3.410, 0.775)  0.619
H (4.293, -2.362, 2.821)  0.475
H (4.391, -0.337, 4.322)  0.459
H (3.697, 2.000, 4.739)  0.442
H (2.090, 3.108, 3.231)  0.514

(3)
DFT (the ωB97M-V functional and the def2-TZVPD basis) results for a structure of composition C26H23ClF5N5OSV.

For the total energy, the calculation gives -3655.34658 Ha. As for the expectation value of S²: 0.77. As for the molar mass: 634.96 g/mol. For the max |F|, the calculation gives 0.0566 Eh/bohr. As for the HOMO-LUMO gap (spin up / spin down): 5.12 / 5.13 eV. The spin multiplicity is 2. The LUMO energy (spin up / spin down) comes out at -0.9 / -0.9 eV.

Last column: Mulliken charge in e.
Positions of all 63 atoms, in Å:
V (0.326, -0.655, -0.049)  -0.287
N (-1.805, -0.199, -0.056)  -0.264
C (-2.353, 0.064, 1.281)  -0.681
C (-1.595, -0.793, 2.294)  -0.698
N (-0.147, -0.752, 2.046)  0.053
C (0.596, 0.361, 2.670)  -0.615
C (0.453, 1.652, 1.855)  -0.561
N (0.601, 1.377, 0.414)  0.548
H (-1.925, 0.644, -0.636)  -0.384
H (-2.332, -0.943, -0.503)  0.362
H (-3.419, -0.165, 1.346)  0.520
H (-2.243, 1.125, 1.496)  0.162
H (-1.916, -1.829, 2.170)  0.392
H (-1.841, -0.483, 3.315)  0.426
H (0.249, -1.621, 2.395)  0.289
H (1.646, 0.071, 2.682)  0.257
H (0.281, 0.534, 3.706)  0.489
H (1.197, 2.366, 2.213)  0.591
H (-0.523, 2.102, 2.034)  0.133
H (1.536, 1.609, 0.096)  0.433
H (-0.061, 1.951, -0.137)  -0.930
Cl (4.368, -4.979, 3.880)  -0.237
C (3.712, -3.809, 2.775)  0.178
C (4.405, -2.612, 2.554)  -0.583
C (3.878, -1.677, 1.701)  -0.505
C (2.630, -1.862, 1.061)  0.539
O (2.134, -0.892, 0.336)  -0.683
C (1.955, -3.115, 1.262)  0.443
C (0.795, -3.458, 0.502)  -0.399
N (0.152, -2.562, -0.225)  0.851
C (-0.655, -2.874, -1.316)  -0.015
C (-1.350, -4.039, -1.573)  -0.903
C (-2.048, -4.176, -2.782)  -0.787
C (-2.052, -3.182, -3.727)  -0.901
C (-1.356, -1.976, -3.499)  0.590
C (-1.308, -0.891, -4.402)  -0.692
C (-0.588, 0.229, -4.071)  -0.858
C (0.082, 0.294, -2.846)  -0.291
N (0.043, -0.694, -1.955)  0.541
C (-0.662, -1.825, -2.279)  0.953
C (2.535, -4.067, 2.129)  -1.048
H (5.350, -2.440, 3.050)  0.416
H (4.402, -0.751, 1.502)  0.454
H (0.524, -4.510, 0.438)  0.293
H (-1.356, -4.842, -0.848)  0.449
H (-2.583, -5.097, -2.974)  0.396
H (-2.594, -3.307, -4.656)  0.417
H (-1.843, -0.953, -5.341)  0.444
H (-0.537, 1.073, -4.744)  0.433
H (0.644, 1.176, -2.575)  0.499
H (2.033, -5.013, 2.291)  0.427
F (0.436, 7.911, 0.571)  -0.308
C (-0.075, 6.763, 0.118)  0.645
C (0.737, 5.834, -0.504)  -0.112
F (2.040, 6.094, -0.659)  -0.318
C (0.200, 4.647, -0.960)  0.256
F (1.029, 3.788, -1.585)  -0.378
C (-1.154, 4.314, -0.815)  0.320
S (-1.819, 2.813, -1.349)  -0.414
C (-1.944, 5.299, -0.204)  0.122
F (-3.247, 5.074, -0.033)  -0.354
C (-1.425, 6.491, 0.261)  0.185
F (-2.212, 7.387, 0.860)  -0.299

(4)
DFT (the ωB97M-V functional and the def2-TZVPD basis) results for a structure of composition C26H23CrN5O3S.

For the total energy, the calculation gives -2946.51235 Ha. As for the expectation value of S²: 0.76. Its net charge is +1. As for the molar mass: 537.57 g/mol. For the max |F|, the calculation gives 0.0311 Eh/bohr. As for the HOMO-LUMO gap (spin up / spin down): 6.46 / 6.62 eV. The spin multiplicity is 2. The LUMO energy (spin up / spin down) comes out at -4.8 / -4.6 eV.

Last column: Mulliken charge in e.
Positions of all 59 atoms, in Å:
Cr (-0.849, 1.271, 1.577)  -0.455
C (0.167, -2.617, 2.842)  -1.738
C (-0.223, -1.186, 2.735)  0.719
N (-0.823, -0.655, 1.715)  1.275
N (-1.423, -1.292, 0.713)  -1.218
C (-2.272, -0.430, 0.145)  0.655
O (-2.388, 0.756, 0.676)  -0.517
C (-3.000, -0.829, -1.044)  0.665
C (-3.990, 0.011, -1.559)  -0.377
C (-4.635, -0.330, -2.731)  -0.723
C (-4.293, -1.499, -3.398)  -0.388
C (-3.312, -2.340, -2.885)  -0.793
C (-2.666, -2.011, -1.710)  -0.147
C (-0.153, -0.225, 3.825)  0.897
C (0.390, -0.474, 5.079)  -0.832
C (0.206, 0.454, 6.089)  -0.354
C (-0.508, 1.618, 5.823)  -0.731
C (-0.964, 1.834, 4.540)  -0.296
N (-0.788, 0.948, 3.554)  -0.070
H (-0.255, -3.180, 2.013)  0.365
H (-0.185, -3.039, 3.784)  0.445
H (1.254, -2.715, 2.821)  0.347
H (-4.235, 0.922, -1.031)  0.427
H (-5.408, 0.312, -3.131)  0.412
H (-4.801, -1.769, -4.314)  0.421
H (-3.054, -3.251, -3.409)  0.411
H (-1.910, -2.662, -1.293)  0.455
H (0.935, -1.391, 5.251)  0.496
H (0.604, 0.273, 7.078)  0.470
H (-0.716, 2.341, 6.599)  0.434
H (-1.502, 2.736, 4.272)  0.445
C (2.714, -2.425, -4.735)  -1.465
C (2.004, -1.341, -3.975)  0.913
C (1.456, -1.597, -2.719)  -1.087
C (0.802, -0.602, -2.013)  0.169
C (0.700, 0.666, -2.560)  -0.012
C (1.257, 0.951, -3.796)  -0.681
C (1.897, -0.056, -4.501)  -0.805
S (-0.195, 1.962, -1.738)  1.105
O (-1.600, 1.786, -1.924)  -0.565
O (0.418, 3.203, -2.105)  -0.683
N (0.065, 1.736, -0.110)  -0.305
C (1.262, 2.024, 0.467)  1.134
C (2.516, 2.258, -0.105)  -0.506
C (3.568, 2.509, 0.751)  -0.533
C (3.364, 2.543, 2.135)  -0.844
C (2.112, 2.262, 2.623)  -0.046
N (1.086, 1.984, 1.809)  0.088
H (2.168, -3.366, -4.675)  0.372
H (3.710, -2.588, -4.319)  0.305
H (2.828, -2.156, -5.784)  0.375
H (1.531, -2.590, -2.291)  0.427
H (0.370, -0.811, -1.049)  0.407
H (1.182, 1.953, -4.201)  0.519
H (2.312, 0.152, -5.478)  0.370
H (2.634, 2.252, -1.177)  0.447
H (4.558, 2.677, 0.349)  0.446
H (4.172, 2.783, 2.809)  0.408
H (1.907, 2.247, 3.687)  0.346